Density functional theory data (ωB97M-V with the def2-TZVPD basis set) for a single C2H7NO2S molecule.

**E_tot**: -683.738091 a.u.
**LUMO**: 0.575 eV
**Relative energy (zero: lowest compared OMol25 entry of this formula, charge and spin)**: 67.6 kcal/mol

The geometry in ORCA input format:
```
! wB97M-V def2-TZVPD RIJCOSX def2/J DEFGRID3
* xyz 0 1
C -1.228 -0.073 0.225
C -0.101 -1.087 0.490
N 1.986 1.393 -0.406
O 2.549 -1.065 -0.116
O 0.070 -1.937 -0.538
S 1.668 -0.081 0.576
H -2.094 -0.520 -0.016
H -1.003 0.536 -0.563
H -1.520 0.468 1.014
H -0.289 -1.585 1.564
H 1.772 1.282 -1.399
H 1.435 2.136 -0.021
H 1.014 -2.238 -0.792
*
```

***

Density functional theory data (ωB97M-V with the def2-TZVPD basis set) for a molecular structure, C2H7NO2S.

**E_tot**: -683.686960 a.u.
**LUMO**: 0.554 eV
**Relative energy (zero: lowest compared OMol25 entry of this formula, charge and spin)**: 99.7 kcal/mol

The geometry in ORCA input format:
```
! wB97M-V def2-TZVPD RIJCOSX def2/J DEFGRID3
* xyz 0 1
C -0.819 2.185 -1.385
C 0.899 0.130 1.194
N -0.244 1.158 -1.685
O 0.730 -1.038 -1.399
O -0.355 0.183 0.566
S -0.423 -0.377 -1.005
H -0.423 3.136 -1.765
H -1.687 2.274 -0.775
H -0.560 -3.856 1.541
H 0.968 0.977 1.764
H 1.676 -0.005 0.269
H 0.935 -0.770 1.889
H -0.698 -3.998 0.790
*
```

***

Density functional theory data (ωB97M-V with the def2-TZVPD basis set) for a single C2H7NO2S molecule.

**E_tot**: -683.772669 a.u.
**LUMO**: 0.667 eV
**Relative energy (zero: lowest compared OMol25 entry of this formula, charge and spin)**: 45.9 kcal/mol

The geometry in ORCA input format:
```
! wB97M-V def2-TZVPD RIJCOSX def2/J DEFGRID3
* xyz 0 1
C -0.761 1.391 -0.063
C 0.437 0.509 0.225
N 0.967 -0.036 -0.991
O 1.296 -1.751 1.055
O -1.087 -1.597 0.325
S 0.064 -1.007 1.325
H -1.502 0.832 -0.507
H -0.666 2.261 -0.527
H -1.096 1.534 0.919
H 1.269 0.998 0.847
H 1.533 -0.816 -0.561
H 0.218 -0.300 -1.633
H -0.672 -2.018 -0.412
*
```

***

Density functional theory data (ωB97M-V with the def2-TZVPD basis set) for 2 unconnected molecules or ions with the total composition C2H7NO2Si.

**E_tot**: -575.002874 a.u.
**LUMO**: 0.042 eV
**Relative energy (zero: lowest compared OMol25 entry of this formula, charge and spin)**: 121.2 kcal/mol

The geometry in ORCA input format:
```
! wB97M-V def2-TZVPD RIJCOSX def2/J DEFGRID3
* xyz 0 1
C 0.990 0.969 -1.098
C 0.436 -1.428 1.114
N -1.875 0.213 -0.357
O -2.685 -0.558 0.121
O -2.198 0.871 -1.336
Si -0.051 0.166 0.300
H 2.055 0.815 -0.899
H 0.727 0.544 -2.073
H 0.940 1.999 -1.249
H 0.240 -2.272 0.487
H 1.505 -1.169 1.098
H 0.045 -1.613 2.100
H -0.130 1.462 1.794
*
```

***

Density functional theory data (ωB97M-V with the def2-TZVPD basis set) for 2 unconnected molecules or ions with the total composition C2H7NO3.

**E_tot**: -360.879558 a.u.
**SMILES string**: O=CNCO.O
**LUMO**: 0.622 eV
**Relative energy (zero: lowest compared OMol25 entry of this formula, charge and spin)**: 21.4 kcal/mol

The geometry in ORCA input format:
```
! wB97M-V def2-TZVPD RIJCOSX def2/J DEFGRID3
* xyz 0 1
O 0.001 0.717 1.787
C -0.202 1.123 0.663
N 0.617 0.917 -0.398
C 1.678 -0.064 -0.306
O 1.283 -1.328 -0.804
H -1.109 1.715 0.433
H 0.327 1.071 -1.350
H 2.518 0.225 -0.905
H 1.968 -0.114 0.733
H 0.455 -1.606 -0.387
O -2.621 -1.063 -0.166
H -2.528 -0.123 0.021
H -2.387 -1.469 0.678
*
```

***

Density functional theory data (ωB97M-V with the def2-TZVPD basis set) for 2 unconnected molecules or ions with the total composition C2H7NO3.

**E_tot**: -360.908730 a.u.
**SMILES string**: CNC(=O)O.O
**LUMO**: 0.753 eV
**Relative energy (zero: lowest compared OMol25 entry of this formula, charge and spin)**: 3.1 kcal/mol

The geometry in ORCA input format:
```
! wB97M-V def2-TZVPD RIJCOSX def2/J DEFGRID3
* xyz 0 1
C 0.918 0.070 -2.182
N 0.047 -0.667 -1.274
C -0.432 -0.184 -0.088
O -1.202 -0.754 0.638
O 0.063 1.047 0.214
H 0.352 0.464 -3.029
H 1.599 -0.672 -2.596
H 1.472 0.880 -1.708
H 0.171 -1.663 -1.266
H -0.053 1.148 1.176
O -0.611 0.075 3.323
H -1.034 0.627 3.987
H -1.289 -0.371 2.806
*
```

***

Density functional theory data (ωB97M-V with the def2-TZVPD basis set) for 2 unconnected molecules or ions with the total composition C2H7NO3.

**E_tot**: -360.883335 a.u.
**SMILES string**: CNC(=O)O.O
**LUMO**: 0.776 eV
**Relative energy (zero: lowest compared OMol25 entry of this formula, charge and spin)**: 19.0 kcal/mol

The geometry in ORCA input format:
```
! wB97M-V def2-TZVPD RIJCOSX def2/J DEFGRID3
* xyz 0 1
C -2.402 -0.718 1.740
N -1.579 -0.344 0.584
C -0.937 0.823 0.703
O -0.616 1.548 -0.212
O -0.315 0.950 1.915
H -2.994 0.137 2.071
H -3.134 -1.504 1.594
H -1.837 -1.003 2.625
H -1.919 -0.777 -0.253
H -0.105 1.897 1.915
O 4.709 -1.563 -3.947
H 4.239 -1.607 -4.786
H 5.314 -2.313 -3.981
*
```

***

Density functional theory data (ωB97M-V with the def2-TZVPD basis set) for 2 unconnected molecules or ions with the total composition C2H7NO3.

**E_tot**: -360.866978 a.u.
**SMILES string**: CNC(=O)O.O
**LUMO**: 0.679 eV
**Relative energy (zero: lowest compared OMol25 entry of this formula, charge and spin)**: 29.3 kcal/mol

The geometry in ORCA input format:
```
! wB97M-V def2-TZVPD RIJCOSX def2/J DEFGRID3
* xyz 0 1
C -1.399 -2.342 1.757
N -1.011 -2.320 0.346
C -0.925 -1.192 -0.328
O -0.956 -0.883 -1.496
O -0.510 -0.206 0.556
H -2.128 -3.130 2.021
H -1.835 -1.363 1.935
H -0.557 -2.602 2.447
H -1.152 -3.265 -0.003
H -0.843 0.540 0.098
O 3.811 5.920 -2.392
H 3.320 5.629 -3.208
H 4.186 5.214 -1.733
*
```

***

Density functional theory data (ωB97M-V with the def2-TZVPD basis set) for 2 unconnected molecules or ions with the total composition C2H7NO3.

**E_tot**: -360.876244 a.u.
**SMILES string**: CNC(=O)O.O
**LUMO**: 0.693 eV
**Relative energy (zero: lowest compared OMol25 entry of this formula, charge and spin)**: 23.5 kcal/mol

The geometry in ORCA input format:
```
! wB97M-V def2-TZVPD RIJCOSX def2/J DEFGRID3
* xyz 0 1
C -0.334 -1.509 -2.398
N -1.575 -0.854 -1.977
C -1.935 -0.552 -0.691
O -3.017 -0.079 -0.437
O -0.850 -0.720 0.068
H 0.553 -1.380 -1.714
H -0.460 -2.588 -2.276
H 0.055 -1.058 -3.322
H -2.221 -0.475 -2.679
H -0.947 -0.412 1.024
O 3.317 3.075 4.601
H 3.986 3.555 4.285
H 3.427 2.996 5.516
*
```

***

Density functional theory data (ωB97M-V with the def2-TZVPD basis set) for 2 unconnected molecules or ions with the total composition C2H7NO3.

**E_tot**: -360.870771 a.u.
**SMILES string**: NCC(=O)O.O
**LUMO**: 0.718 eV
**Relative energy (zero: lowest compared OMol25 entry of this formula, charge and spin)**: 26.9 kcal/mol

The geometry in ORCA input format:
```
! wB97M-V def2-TZVPD RIJCOSX def2/J DEFGRID3
* xyz 0 1
N 0.374 1.632 -0.052
C 0.757 0.528 -0.880
C 1.542 -0.665 -0.242
O 1.179 -1.314 0.696
O 2.815 -0.784 -0.717
H -0.154 1.368 0.767
H 1.203 2.156 0.218
H -0.173 0.027 -1.175
H 1.351 0.689 -1.769
H 3.457 -0.907 -0.012
O -3.859 -0.713 0.842
H -4.816 -0.676 0.799
H -3.676 -1.342 1.526
*
```

***

Density functional theory data (ωB97M-V with the def2-TZVPD basis set) for 2 unconnected molecules or ions with the total composition C2H7NO3.

**E_tot**: -360.874921 a.u.
**SMILES string**: NCC(=O)O.O
**LUMO**: 0.361 eV
**Relative energy (zero: lowest compared OMol25 entry of this formula, charge and spin)**: 24.3 kcal/mol

The geometry in ORCA input format:
```
! wB97M-V def2-TZVPD RIJCOSX def2/J DEFGRID3
* xyz 0 1
N -0.550 0.107 2.424
C -0.833 -0.141 1.021
C 0.281 0.128 0.011
O 0.219 -0.088 -1.181
O 1.276 0.807 0.676
H -1.437 0.153 2.939
H -0.119 -0.788 2.681
H -1.255 -1.164 1.028
H -1.650 0.558 0.756
H 0.739 1.003 1.491
O 1.461 -0.373 -4.017
H 0.913 0.141 -4.654
H 0.955 -0.343 -3.174
*
```

***

Density functional theory data (ωB97M-V with the def2-TZVPD basis set) for 5 unconnected molecules or ions with the total composition C2H7NO3.

**E_tot**: -360.561499 a.u.
**LUMO**: -1.388 eV
**Relative energy (zero: lowest compared OMol25 entry of this formula, charge and spin)**: 221.0 kcal/mol

The geometry in ORCA input format:
```
! wB97M-V def2-TZVPD RIJCOSX def2/J DEFGRID3
* xyz 0 1
C -1.356 0.397 1.321
O 1.118 -0.886 0.245
O -0.535 -0.361 1.876
O 1.606 -2.060 0.860
H 1.659 -1.764 1.783
H -1.218 0.911 -0.232
H -1.421 1.399 1.784
H -2.370 -0.033 1.226
C 0.355 0.756 -2.175
N 1.342 0.131 -2.024
H 1.483 -0.852 -0.731
H 0.035 1.468 -2.917
H -0.700 0.893 -1.016
*
```